# 1
This record from the OMol25 dataset describes C18H15BO3 in the gas phase in a non-equilibrium geometry. The level of theory is ωB97M-V/def2-TZVPD.

Kohn-Sham gap	9.5	eV
total charge	0
DFT total energy	-25731.00830	eV
structure (SMILES)	c1ccc(OB(Oc2ccccc2)Oc2ccccc2)cc1
highest occupied orbital energy	-0.323	Ha

```
37
C18H15BO3, DFT ωB97M-V/def2-TZVPD
C -0.79 3.59 -3.92
C -0.24 2.35 -4.00
C -0.22 1.54 -2.90
C -0.62 2.01 -1.65
O -0.59 1.19 -0.56
B -0.08 -0.12 -0.42
O 0.82 -0.82 -1.29
C 1.74 -1.71 -0.75
C 2.20 -2.82 -1.51
C 3.15 -3.68 -0.96
C 3.58 -3.52 0.34
C 3.11 -2.47 1.09
C 2.22 -1.58 0.54
O -0.55 -0.81 0.71
C -1.23 -0.45 1.88
C -1.20 0.82 2.44
C -1.84 1.09 3.64
C -2.58 0.11 4.25
C -2.72 -1.14 3.64
C -2.05 -1.40 2.47
C -1.13 3.31 -1.58
C -1.13 4.13 -2.69
H -0.89 4.18 -4.81
H 0.02 1.89 -4.94
H 0.14 0.54 -2.89
H 1.94 -2.91 -2.54
H 3.58 -4.48 -1.60
H 4.27 -4.21 0.76
H 3.36 -2.42 2.13
H 1.81 -0.76 1.10
H -0.70 1.62 1.87
H -1.85 2.07 4.09
H -3.15 0.31 5.14
H -3.36 -1.88 4.05
H -2.11 -2.39 2.07
H -1.45 3.65 -0.60
H -1.43 5.17 -2.59
```

Charges obtained by Mulliken population analysis, quoted in units of e:
1. C -0.464
2. C -0.677
3. C -0.098
4. C 0.369
5. O -0.285
6. B 0.678
7. O -0.574
8. C 0.508
9. C -0.614
10. C -0.360
11. C -0.469
12. C -0.884
13. C 0.051
14. O -0.242
15. C 0.309
16. C 0.038
17. C -0.674
18. C -0.396
19. C -0.497
20. C -0.506
21. C -0.593
22. C -0.371
23. H 0.373
24. H 0.343
25. H 0.538
26. H 0.413
27. H 0.315
28. H 0.415
29. H 0.393
30. H 0.403
31. H 0.314
32. H 0.367
33. H 0.362
34. H 0.400
35. H 0.412
36. H 0.344
37. H 0.355


# 2
This record from the OMol25 dataset describes a molecular structure, C4H9BrNO in a non-equilibrium geometry. The level of theory is ωB97M-V/def2-TZVPD.

Kohn-Sham gap	10.2	eV
total charge	+1
DFT total energy	-77865.90021	eV
highest occupied orbital energy	-0.541	Ha

```
16
C4H9BrNO, DFT ωB97M-V/def2-TZVPD
C -1.63 -0.60 -1.14
C -0.45 -0.25 -0.90
C 0.79 -1.10 -1.26
C 1.78 -1.15 -0.22
N 1.63 -0.73 0.98
O 0.16 1.45 1.95
Br 3.29 -2.16 -0.36
H -2.38 0.12 -0.87
H -1.92 -1.44 -1.64
H -0.09 0.69 -0.53
H 1.45 -0.77 -2.15
H 0.59 -2.12 -1.56
H 0.78 -0.22 1.20
H 2.47 -0.75 1.61
H 0.02 2.34 2.34
H -0.62 0.89 2.08
```

Charges obtained by Mulliken population analysis, quoted in units of e:
1. C -1.016
2. C -0.211
3. C -0.480
4. C 0.555
5. N -0.169
6. O -0.689
7. Br -0.007
8. H 0.267
9. H 0.331
10. H 0.595
11. H 0.348
12. H 0.442
13. H 0.135
14. H 0.264
15. H 0.321
16. H 0.316


# 3
This record from the OMol25 dataset describes C20H27FN4O4 in the gas phase in a non-equilibrium geometry. The level of theory is ωB97M-V/def2-TZVPD.

Kohn-Sham gap	9.0	eV
total charge	0
DFT total energy	-38046.03131	eV
structure (SMILES)	CCN(C[C@@H](C)NC(=O)c1cc(O)nn1C)C(=O)[C@@H](Cc1ccc(F)cc1)OC
highest occupied orbital energy	-0.310	Ha

```
56
C20H27FN4O4, DFT ωB97M-V/def2-TZVPD
C 0.01 4.64 1.13
C 0.06 3.67 -0.06
N 0.20 2.27 0.36
C 1.60 1.82 0.50
C 2.05 0.80 -0.58
C 3.53 0.97 -0.99
N 1.67 -0.57 -0.24
C 2.28 -1.42 0.59
O 3.36 -1.21 1.13
C 1.56 -2.66 0.75
C 0.19 -2.92 0.73
C 0.03 -4.26 1.05
O -1.14 -4.95 1.11
N 1.18 -4.83 1.32
N 2.10 -3.87 1.16
C 3.49 -4.20 1.46
C -0.84 1.46 0.70
O -0.65 0.37 1.24
C -2.31 1.89 0.35
C -2.67 1.68 -1.15
C -2.20 0.36 -1.78
C -1.33 0.38 -2.87
C -0.89 -0.82 -3.42
C -1.32 -2.03 -2.89
F -0.89 -3.19 -3.42
C -2.19 -2.05 -1.80
C -2.64 -0.86 -1.25
O -3.30 1.16 1.10
C -3.34 1.37 2.51
H -0.10 5.67 0.78
H -0.83 4.43 1.79
H 0.93 4.59 1.71
H -0.83 3.81 -0.68
H 0.90 3.94 -0.71
H 2.29 2.67 0.52
H 1.73 1.36 1.48
H 1.49 1.03 -1.49
H 3.73 2.00 -1.30
H 4.21 0.77 -0.16
H 3.79 0.32 -1.83
H 0.69 -0.77 -0.35
H -0.61 -2.22 0.52
H -0.91 -5.84 1.39
H 4.13 -3.80 0.68
H 3.76 -3.74 2.41
H 3.63 -5.28 1.52
H -2.45 2.94 0.60
H -3.75 1.75 -1.27
H -2.26 2.51 -1.73
H -0.99 1.31 -3.29
H -0.21 -0.83 -4.26
H -2.51 -3.00 -1.39
H -3.30 -0.88 -0.39
H -4.18 0.82 2.93
H -2.44 1.01 3.01
H -3.48 2.42 2.75
```

Charges obtained by Mulliken population analysis, quoted in units of e:
1. C -1.203
2. C -0.709
3. N 0.632
4. C -1.381
5. C 0.607
6. C -1.864
7. N 0.341
8. C 0.884
9. O -0.677
10. C -0.335
11. C 0.370
12. C -0.332
13. O -0.492
14. N -1.191
15. N 0.866
16. C -0.778
17. C 0.234
18. O -0.666
19. C 0.083
20. C -1.644
21. C 0.473
22. C -0.422
23. C -0.638
24. C 0.373
25. F -0.358
26. C -0.574
27. C -0.094
28. O -0.369
29. C -0.802
30. H 0.442
31. H 0.250
32. H 0.344
33. H 0.229
34. H 0.490
35. H 0.732
36. H 0.274
37. H -0.024
38. H 0.511
39. H 0.385
40. H 0.370
41. H -0.348
42. H 0.634
43. H 0.365
44. H 0.286
45. H 0.263
46. H 0.285
47. H 0.772
48. H 0.472
49. H 0.408
50. H 0.360
51. H 0.438
52. H 0.451
53. H 0.384
54. H 0.311
55. H 0.271
56. H 0.311